(1)
55
Properties=species:S:1:pos:R:3 method="wB97M-V/def2-TZVPD" multiplicity=4 de_lowest_kcal_mol=25.9 orbital_gap_ha="0.253 / 0.250" fmax_ha_per_bohr=0.0735 charge=+1 s2=3.7708
V 0.653 -0.948 -0.226
N -2.400 8.735 0.095
C -2.046 7.647 0.049
C -1.588 6.308 -0.008
C -0.900 5.845 -1.129
C -0.461 4.535 -1.173
C -0.692 3.678 -0.099
C -1.367 4.149 1.022
C -1.819 5.452 1.068
C -0.254 2.263 -0.145
C 0.996 1.920 0.369
C 1.958 2.783 0.955
C 3.043 2.000 1.292
C 2.730 0.691 0.897
N 1.516 0.639 0.355
C -1.140 1.350 -0.724
C -2.423 1.615 -1.264
C -2.884 0.426 -1.790
C -1.878 -0.522 -1.562
N -0.845 0.016 -0.907
H -0.713 6.519 -1.951
H 0.067 4.179 -2.045
H -1.539 3.482 1.854
H -2.340 5.813 1.940
H 1.832 3.839 1.092
H 3.955 2.315 1.760
H 3.350 -0.190 0.984
H -2.936 2.557 -1.264
H -3.825 0.246 -2.272
H -1.861 -1.549 -1.911
C -1.311 -3.657 0.587
S -1.296 -2.461 1.990
C -2.968 -1.793 1.659
O -0.368 -1.394 1.547
H -2.167 -4.315 0.668
H -0.403 -4.250 0.630
H -1.358 -3.094 -0.346
H -3.708 -2.576 1.788
H -2.998 -1.384 0.651
H -3.145 -1.001 2.380
C 2.325 -5.855 -0.855
N 2.296 -4.763 0.097
C 2.457 -4.997 1.519
C 2.094 -3.524 -0.345
O 1.943 -2.541 0.375
H 2.356 -6.808 -0.335
H 3.196 -5.784 -1.509
H 1.428 -5.832 -1.479
H 2.829 -6.002 1.693
H 1.511 -4.869 2.051
H 3.165 -4.277 1.929
H 2.057 -3.450 -1.447
N 1.982 -0.430 -2.911
C 1.485 -0.721 -1.894
H 2.411 -0.011 -3.707

***

(2)
53
Properties=species:S:1:pos:R:3 method="wB97M-V/def2-TZVPD" de_lowest_kcal_mol=61.1 orbital_gap_ha=0.253 fmax_ha_per_bohr=0.0640 charge=0 smiles="CN1CCN2CCN(C)c3cncc1c32.COc1ccc(C=C(C#N)C#N)cc1"
C 2.541 -5.014 -2.407
N 2.830 -3.751 -3.085
C 2.889 -3.804 -4.560
C 3.682 -2.639 -5.146
N 3.323 -1.366 -4.509
C 3.320 -0.142 -5.320
C 3.762 1.072 -4.510
N 3.130 1.114 -3.175
C 3.103 2.421 -2.519
C 2.852 -0.093 -2.481
C 2.494 -0.127 -1.136
N 2.285 -1.226 -0.430
C 2.432 -2.371 -1.075
C 2.759 -2.497 -2.423
C 2.978 -1.319 -3.141
H 2.942 -5.009 -1.396
H 1.467 -5.179 -2.367
H 3.000 -5.847 -2.935
H 3.324 -4.761 -4.869
H 1.863 -3.797 -4.940
H 4.757 -2.790 -5.010
H 3.514 -2.543 -6.224
H 3.971 -0.304 -6.186
H 2.308 -0.003 -5.713
H 4.848 1.065 -4.371
H 3.528 1.998 -5.046
H 2.289 2.477 -1.801
H 4.046 2.602 -2.008
H 2.948 3.213 -3.250
H 2.362 0.799 -0.606
H 2.289 -3.260 -0.487
C -4.479 1.037 2.722
O -3.934 -0.146 3.251
C -2.558 -0.275 3.096
C -1.953 -1.409 3.649
C -0.606 -1.622 3.536
C 0.210 -0.697 2.883
C 1.650 -0.925 2.785
C 2.591 0.012 3.018
C 3.942 -0.318 2.900
N 5.061 -0.621 2.809
C 2.227 1.288 3.450
N 1.857 2.330 3.808
C -0.388 0.443 2.338
C -1.741 0.646 2.433
H -5.545 1.048 2.950
H -4.008 1.907 3.184
H -4.343 1.053 1.640
H -2.574 -2.104 4.185
H -0.150 -2.493 3.975
H 1.984 -1.915 2.522
H 0.236 1.162 1.834
H -2.181 1.522 1.992

***

(3)
59
Properties=species:S:1:pos:R:3 method="wB97M-V/def2-TZVPD" multiplicity=3 de_lowest_kcal_mol=3.8 orbital_gap_ha="0.206 / 0.293" fmax_ha_per_bohr=0.0098 charge=+2 s2=2.0203
W 0.216 0.138 -0.113
C -0.557 4.291 1.111
C -0.460 3.071 0.267
N -0.786 1.813 0.747
N -1.082 1.805 2.116
C -0.125 1.379 2.953
N -0.240 1.585 4.258
S 1.167 0.530 2.268
C -0.080 3.058 -1.081
C 0.135 4.203 -1.876
C 0.415 4.062 -3.207
C 0.467 2.773 -3.759
C 0.283 1.692 -2.940
N 0.033 1.800 -1.613
H -0.115 4.134 2.097
H -1.591 4.621 1.252
H -0.015 5.116 0.658
H -1.827 2.412 2.435
H -0.945 2.193 4.645
H 0.445 1.204 4.891
H 0.060 5.184 -1.432
H 0.581 4.931 -3.827
H 0.663 2.613 -4.809
H 0.335 0.694 -3.348
N -1.714 -0.196 -1.286
C -1.685 -1.501 -1.986
C -0.275 -1.682 -2.525
O -0.014 -2.336 -3.504
N 0.636 -0.985 -1.777
C 1.989 -0.907 -2.293
C 2.673 0.285 -1.655
O 3.645 0.839 -2.048
O 2.065 0.678 -0.477
H -2.563 -0.100 -0.737
H -1.733 0.558 -1.967
H -2.406 -1.549 -2.800
H -1.917 -2.292 -1.271
H 2.014 -0.830 -3.381
H 2.574 -1.800 -2.042
C -3.294 -1.736 1.982
C -2.897 -3.043 2.223
C -1.605 -3.417 1.910
C -0.738 -2.486 1.350
N -1.130 -1.219 1.090
C -2.389 -0.864 1.418
C 0.678 -2.771 1.078
C 1.266 -3.999 1.321
C 2.642 -4.126 1.194
C 3.381 -3.006 0.870
C 2.722 -1.816 0.610
N 1.390 -1.703 0.668
H -4.291 -1.390 2.213
H -3.581 -3.763 2.650
H -1.271 -4.423 2.107
H -2.672 0.157 1.205
H 0.675 -4.851 1.621
H 3.120 -5.078 1.375
H 4.459 -3.030 0.804
H 3.274 -0.921 0.366

***

(4)
71
Properties=species:S:1:pos:R:3 method="wB97M-V/def2-TZVPD" multiplicity=2 de_lowest_kcal_mol=18.7 orbital_gap_ha="0.307 / 0.178" fmax_ha_per_bohr=0.0062 charge=+2 s2=0.7772
Ir 0.221 -0.034 -0.045
C 2.431 2.520 2.574
C 1.515 1.921 1.570
N 1.732 0.778 0.991
O 2.745 0.051 1.428
B 3.379 -1.074 0.567
F 4.197 -1.732 1.409
F 3.947 -0.471 -0.529
O 2.308 -2.060 0.112
N 1.500 -1.419 -0.761
C 1.868 -1.310 -1.994
C 2.950 -2.093 -2.638
C 1.143 -0.247 -2.709
N 0.469 0.529 -1.922
O -0.369 1.411 -2.465
B -0.767 2.710 -1.731
F 0.367 3.444 -1.506
F -1.735 3.242 -2.508
O -1.435 2.366 -0.400
N -0.486 1.815 0.412
C 0.303 2.600 1.077
C 0.087 4.052 1.272
C 1.221 -0.061 -4.179
H 3.101 1.767 2.978
H 1.864 2.982 3.381
H 3.033 3.301 2.102
H 3.391 -2.791 -1.936
H 3.726 -1.422 -3.006
H 2.541 -2.637 -3.493
H -0.897 4.349 0.923
H 0.838 4.607 0.707
H 0.208 4.304 2.326
H 0.832 -0.944 -4.690
H 2.266 0.046 -4.474
H 0.666 0.816 -4.492
O -7.067 -3.763 5.034
C -7.044 -3.316 3.780
O -7.801 -3.699 2.941
C -5.978 -2.325 3.382
C -4.641 -2.461 3.797
C -3.685 -1.610 3.315
C -4.057 -0.582 2.403
S -2.983 0.540 1.716
C -5.416 -0.450 1.995
C -6.353 -1.322 2.468
H -6.497 -3.263 5.633
H -4.360 -3.254 4.478
H -2.655 -1.728 3.629
H -5.689 0.339 1.306
H -7.385 -1.266 2.151
O -1.047 0.449 3.772
B -1.370 0.052 2.530
O -0.464 -0.861 1.971
C 0.434 -1.124 3.057
C 1.446 -2.047 3.126
C 2.142 -2.074 4.332
C 1.815 -1.230 5.390
C 0.761 -0.323 5.308
C 0.089 -0.306 4.111
H 1.706 -2.685 2.296
H 2.965 -2.767 4.440
H 2.388 -1.285 6.306
H 0.480 0.319 6.131
N -2.640 -1.964 -2.394
C -2.366 -0.913 -1.615
N -3.058 0.217 -1.761
O -1.489 -1.049 -0.705
H -3.402 -1.969 -3.050
H -2.141 -2.822 -2.226
H -3.646 0.371 -2.564
H -2.732 1.038 -1.267

***

(5)
55
Properties=species:S:1:pos:R:3 method="wB97M-V/def2-TZVPD" multiplicity=6 de_lowest_kcal_mol=0.0 orbital_gap_ha="0.212 / 0.216" fmax_ha_per_bohr=0.0800 charge=0 s2=8.7622
C -3.118 1.352 1.812
C -2.627 1.477 0.484
C -2.201 0.196 0.034
H -2.643 2.372 -0.133
C -2.473 -0.751 1.085
C -3.037 -0.029 2.187
H -2.296 -1.823 1.040
C 1.062 3.772 1.595
C 0.015 3.706 0.624
C 0.420 2.818 -0.397
H -0.929 4.242 0.657
C 1.739 2.344 -0.097
C 2.107 2.916 1.153
H -1.877 -0.046 -0.980
H -3.229 -0.435 3.180
H -3.534 2.165 2.407
H 3.065 2.724 1.638
H -0.172 2.540 -1.266
H 1.092 4.404 2.482
Sm -0.607 0.441 2.046
C 2.289 1.016 -0.646
C 3.721 0.685 -0.247
C 2.025 0.902 -2.137
H 4.412 1.449 -0.624
H 4.031 -0.294 -0.643
H 3.791 0.637 0.846
H 2.549 1.674 -2.721
H 0.960 0.990 -2.393
H 2.366 -0.063 -2.526
C 1.315 0.079 0.145
C 0.983 -1.408 0.339
H 0.323 0.433 -0.255
H 1.566 0.400 1.191
O 0.103 -1.525 1.281
N 1.512 -2.454 -0.324
C 0.674 -3.518 -0.964
H 2.365 -2.789 0.115
C -0.355 -2.878 -1.871
C -1.700 -3.258 -1.853
H -2.040 -3.949 -1.079
C -2.591 -2.749 -2.809
H -3.637 -3.078 -2.805
C -2.143 -1.821 -3.758
H -2.833 -1.455 -4.532
C -0.802 -1.406 -3.760
H -0.440 -0.673 -4.488
C 0.088 -1.959 -2.828
H 1.146 -1.689 -2.848
H 0.213 -4.147 -0.198
H 1.346 -4.132 -1.587
F 0.553 -0.201 4.091
B -0.409 0.527 4.988
F 0.133 0.826 6.177
F -0.696 1.712 4.170
F -1.574 -0.270 5.006

***

(6)
57
Properties=species:S:1:pos:R:3 method="wB97M-V/def2-TZVPD" de_lowest_kcal_mol=0.0 orbital_gap_ha=0.196 fmax_ha_per_bohr=0.0291 charge=-2
Pd -0.711 -0.026 0.623
N 0.361 0.626 2.696
C -0.474 1.502 3.516
C -1.366 2.450 2.682
O -1.598 3.557 3.206
O -1.793 1.995 1.593
H 0.763 -0.142 3.214
H 1.114 1.151 2.275
H 0.100 2.113 4.218
H -1.151 0.868 4.091
Br 1.680 -5.801 -3.276
C 0.652 -4.333 -2.639
C -0.528 -3.978 -3.248
Br -1.176 -4.943 -4.754
C -1.257 -2.877 -2.747
Br -2.896 -2.339 -3.556
C -0.855 -2.110 -1.648
O -1.530 -1.107 -1.217
C 0.415 -2.484 -0.999
O 0.832 -1.812 0.000
C 1.102 -3.585 -1.531
Br 2.738 -4.016 -0.650
C -1.519 -2.246 4.130
C -2.398 -1.478 3.140
C -3.809 -2.084 3.133
C -1.796 -1.464 1.756
H -1.961 -2.293 5.132
H -0.531 -1.786 4.211
H -1.373 -3.271 3.776
H -2.494 -0.446 3.497
H -3.769 -3.112 2.763
H -4.463 -1.519 2.467
H -4.254 -2.094 4.137
H -2.472 -0.887 1.101
H -1.544 -2.424 1.310
C 1.194 3.025 0.184
C 1.425 1.794 -0.720
C 2.592 0.947 -0.182
C 0.222 0.890 -0.679
C 1.682 2.293 -2.140
C 0.672 3.010 -2.786
C 0.832 3.463 -4.084
C 2.012 3.207 -4.773
C 3.020 2.493 -4.147
C 2.855 2.040 -2.842
H 1.129 2.753 1.235
H 0.260 3.530 -0.055
H 2.025 3.725 0.059
H 2.342 0.535 0.792
H 3.487 1.570 -0.094
H 2.801 0.089 -0.821
H -0.081 0.535 -1.672
H -0.262 3.196 -2.267
H 0.027 4.005 -4.565
H 2.136 3.550 -5.792
H 3.938 2.269 -4.677
H 3.654 1.479 -2.377